# 1
A structure of composition C28H28BrF10MgN2NaO7S at a distorted geometry. Source: OMol25; level of theory: the ωB97M-V functional and the def2-TZVPD basis.

Energy, Ha: -6052.5933
Frontier orbital gap, eV: 1.61

```
79
C28H28BrF10MgN2NaO7S (the ωB97M-V functional and the def2-TZVPD basis)
C 5.6925 -2.0656 1.6806
C 4.6974 -2.7555 1.1770
C 3.6187 -3.2652 0.1509
C 2.2700 -2.5047 0.2780
C 1.0482 -3.3216 0.4207
C -0.2471 -2.6792 0.5673
C -0.3627 -1.2079 0.5626
C 0.8713 -0.4489 0.4229
C 2.2076 -1.0347 0.2936
C 3.5128 -0.1565 0.1893
C 3.3329 1.1030 -0.7162
C 2.9278 2.4372 -0.0391
F 3.7795 3.4360 -0.5543
F 1.6429 2.8624 -0.3989
C 3.0435 2.5292 1.5208
F 2.2067 1.6405 2.2055
F 2.5350 3.7716 1.8562
C 4.5344 2.5299 2.0841
F 5.4638 1.8965 1.2546
F 4.9167 3.8496 2.1416
C 4.6318 2.0296 3.5930
F 3.6827 2.6106 4.3769
F 5.8278 2.4804 4.1044
F 4.6101 0.6566 3.6831
N -1.5972 -0.4786 0.7233
C -2.3336 -0.2872 -0.5655
C -2.4896 1.2170 -1.0142
C -2.9165 2.1975 0.1344
O -4.2764 1.9660 0.5202
C -4.6797 2.8233 1.6012
C -2.4270 -1.0322 1.7802
C -3.0420 -0.1040 2.7181
C -3.8735 -0.5424 3.8425
C -4.1129 -1.9860 3.9789
C -3.5200 -2.9694 3.0662
C -2.6703 -2.4800 1.9874
S -1.8185 -3.5882 0.7981
H 6.7051 -1.5428 2.0000
H 3.4313 -4.3384 0.4441
H 4.0315 -3.3131 -0.8961
H 1.1067 -4.4377 0.4244
H 0.7949 0.6630 0.4461
H 4.2592 -0.8261 -0.3327
H 3.9120 0.0287 1.2175
H 2.5315 0.8508 -1.4719
H 4.2619 1.2734 -1.3142
H -1.7505 -0.8016 -1.3808
H -3.3384 -0.7759 -0.4526
H -1.5902 1.6282 -1.5484
H -3.3318 1.2434 -1.7676
H -2.1846 2.1709 0.9873
H -2.8656 3.2526 -0.2822
H -5.4928 3.5431 1.3311
H -3.7603 3.3223 2.0055
H -5.0795 2.1491 2.4177
H -2.8384 0.9813 2.5933
H -4.2871 0.2187 4.5362
H -4.7615 -2.3144 4.8294
H -3.7231 -4.0595 3.2061
C -6.9160 0.9849 -4.2631
O -6.7255 -0.3435 -4.7505
C -5.5090 -0.8453 -4.5131
O -4.6094 -0.2807 -3.9450
O -5.4654 -2.0845 -5.0164
C -4.2148 -2.7467 -4.8330
H -7.9327 1.2839 -4.5120
H -6.7997 1.0179 -3.1791
H -6.2229 1.6751 -4.7456
H -3.9916 -2.8613 -3.7713
H -3.4142 -2.2046 -5.3380
H -4.2982 -3.7365 -5.2786
Mg 7.6497 -0.6911 1.0393
N 5.1592 -0.2209 -3.5369
O 6.2529 -0.2947 -2.9657
O 4.1410 -0.6943 -3.0047
O 5.0724 0.3460 -4.6633
F 4.4499 5.6431 2.9892
Na 4.3442 2.2150 -4.1188
Br 6.3129 -4.2068 0.9890
```

Here are the Mulliken charges for atoms 1 to 8, given in e: -0.057 0.864 -1.020 0.677 -1.129 0.718 -1.701 -0.244

***

# 2
A structure of composition C28H28Cl7MoO3 at a distorted geometry. Source: OMol25; level of theory: the ωB97M-V functional and the def2-TZVPD basis.

Energy, Ha: -4598.5291
Relative energy (zero: lowest compared OMol25 entry of this formula, charge and spin), kJ/mol: 838.79
Total charge: +1
Spin multiplicity: 3
Frontier orbital gap (spin up / spin down), eV: 6.45 / 7.01

```
67
C28H28Cl7MoO3 (the ωB97M-V functional and the def2-TZVPD basis)
Mo -0.1291 -0.1776 -0.3454
C -0.5987 2.5201 1.4888
C 0.0938 1.2553 1.9676
C -0.6693 0.1301 2.3264
C -2.1686 0.2864 2.4745
C -0.0383 -0.9665 2.9640
C -0.7979 -2.2448 3.2156
C 1.2737 -0.8329 3.3999
C 1.8892 -1.9270 4.2341
C 2.0352 0.3066 3.0603
C 3.4908 0.3662 3.4549
C 1.4640 1.3315 2.3160
C 2.2334 2.5693 1.9326
H -0.8870 3.1292 2.3509
H -1.5016 2.3189 0.9168
H 0.0513 3.1266 0.8646
H -2.6339 0.8282 1.6592
H -2.3378 0.8607 3.3900
H -2.6804 -0.6625 2.5884
H -1.1745 -2.3072 4.2397
H -0.1547 -3.1082 3.0485
H -1.6425 -2.3462 2.5390
H 2.4708 -2.6200 3.6178
H 1.1315 -2.5098 4.7500
H 2.5569 -1.5215 4.9908
H 3.6406 0.9691 4.3537
H 4.0995 0.8072 2.6679
H 3.8952 -0.6220 3.6552
H 2.1871 2.7462 0.8552
H 3.2783 2.5202 2.2173
H 1.8098 3.4512 2.4179
Cl 0.4537 -1.3302 -3.2824
C -0.4787 0.1983 -3.4224
C -0.0948 1.3077 -2.6550
C -0.8167 2.4856 -2.9109
Cl -0.3864 3.8802 -2.0115
C -1.8635 2.5215 -3.8251
Cl -2.7274 3.9745 -4.0623
C -2.2603 1.3644 -4.5033
Cl -3.6082 1.3789 -5.5532
C -1.5519 0.1877 -4.3033
Cl -1.9967 -1.2651 -5.0895
Cl 5.2104 -2.5088 -4.4066
C 3.6336 -2.0739 -3.8185
C 2.6380 -2.1330 -4.8997
C 1.3688 -1.9297 -5.2074
Cl -0.7383 -2.4097 -0.5841
C 1.2405 -0.8996 -1.7897
O 0.7937 1.2832 -1.6440
C 2.4951 -1.3229 -1.6251
C 2.7392 -1.2011 -0.1728
O 1.8255 -0.8346 0.5647
C 3.5674 -1.7647 -2.5130
H 3.0174 -2.5301 -5.8527
H 3.7038 -1.4785 0.2661
H 4.5194 -1.8372 -1.9987
C -4.0327 1.0411 -1.2945
C -3.1846 -0.1873 -1.0159
C -3.8595 -1.1165 -0.0247
O -1.8952 0.2753 -0.5536
H -4.9240 0.7578 -1.8557
H -3.4822 1.7784 -1.8748
H -4.3513 1.5050 -0.3597
H -2.9944 -0.7323 -1.9469
H -4.2812 -0.5617 0.8116
H -3.1841 -1.8851 0.3436
H -4.6810 -1.6147 -0.5415
```

Here are the Mulliken charges for atoms 1 to 8, given in e: -0.251 -2.080 0.886 1.972 -1.975 0.959 -2.633 1.143

***

# 3
A structure of composition C28H28CrN9O2S. Source: OMol25; level of theory: the ωB97M-V functional and the def2-TZVPD basis.

Energy, Ha: -3169.6940
Relative energy (zero: lowest compared OMol25 entry of this formula, charge and spin), kJ/mol: 22.01
Total charge: +1
Spin multiplicity: 5
Frontier orbital gap (spin up / spin down), eV: 7.21 / 8.16

```
69
C28H28CrN9O2S (the ωB97M-V functional and the def2-TZVPD basis)
Cr 0.2375 -0.2528 0.7745
C 0.9834 4.6078 2.5272
C 1.6287 3.2510 2.4438
C 1.1312 2.1760 3.1737
C 1.7582 0.9342 3.1442
C 2.8956 0.7514 2.3661
C 3.3970 1.8149 1.6254
C 2.7686 3.0502 1.6660
H -0.0560 4.5350 2.8502
H 1.0149 5.1258 1.5672
H 1.5055 5.2374 3.2499
H 0.2517 2.3172 3.7935
H 1.3765 0.1190 3.7471
H 3.4005 -0.2058 2.3550
H 4.2874 1.6823 1.0236
H 3.1738 3.8779 1.0941
S -2.4333 6.6943 -0.3278
N -1.1907 5.9412 -1.0251
C -1.1374 4.7277 -0.5032
C -0.1600 3.7081 -0.8330
C 0.8668 3.8794 -1.7645
C 1.7387 2.8390 -1.9990
C 1.5698 1.6465 -1.2988
N 0.5988 1.4796 -0.4123
C -0.2585 2.4876 -0.1690
C -1.3077 2.2363 0.8178
N -1.3118 1.0243 1.4073
C -2.2511 0.7368 2.2977
C -3.2360 1.6502 2.6634
C -3.2380 2.8970 2.0790
C -2.2580 3.2047 1.1322
C -2.1588 4.4822 0.4522
N -2.9554 5.5199 0.6439
H 0.9563 4.8232 -2.2864
H 2.5447 2.9302 -2.7126
H 2.2290 0.7993 -1.4531
H -2.2120 -0.2544 2.7327
H -3.9801 1.3703 3.3948
H -3.9815 3.6410 2.3332
C -2.7152 -5.2973 -2.3860
C -1.6109 -4.7816 -3.3025
C -0.2293 -5.0188 -2.6987
C -1.8221 -3.3135 -3.6786
N -1.7562 -2.4226 -2.5215
C -0.6965 -1.8889 -1.9188
N -1.1208 -1.2268 -0.8657
N -2.4651 -1.3533 -0.8486
N -2.8508 -2.0872 -1.8222
H -2.5972 -6.3677 -2.2187
H -3.7042 -5.1273 -2.8129
H -2.6841 -4.8039 -1.4122
H -1.6655 -5.3211 -4.2526
H -0.1415 -4.5412 -1.7179
H 0.5695 -4.6395 -3.3399
H -0.0617 -6.0854 -2.5504
H -2.8013 -3.1581 -4.1271
H -1.0599 -2.9792 -4.3822
H 0.3272 -1.9826 -2.2485
O 2.8044 -2.0852 -1.6361
C 2.4461 -2.4400 -0.5367
C 2.7652 -3.7713 0.1437
C 1.8553 -3.8027 1.3775
C 1.2012 -2.4488 1.3214
O 0.3314 -1.9626 2.0822
N 1.6079 -1.7090 0.2822
H 3.8254 -3.7845 0.3955
H 2.5900 -4.5869 -0.5558
H 2.3821 -3.9223 2.3237
H 1.0884 -4.5767 1.3363
```

Here are the Mulliken charges for atoms 1 to 8, given in e: 0.554 -1.659 0.334 0.098 -0.740 -0.064 -0.897 -0.287

***

What did the first record say?
A structure of composition C28H28BrF10MgN2NaO7S at a distorted geometry. Source: OMol25; level of theory: the ωB97M-V functional and the def2-TZVPD basis.

Energy, Ha: -6052.5933
Frontier orbital gap, eV: 1.61

```
79
C28H28BrF10MgN2NaO7S (the ωB97M-V functional and the def2-TZVPD basis)
C 5.6925 -2.0656 1.6806
C 4.6974 -2.7555 1.1770
C 3.6187 -3.2652 0.1509
C 2.2700 -2.5047 0.2780
C 1.0482 -3.3216 0.4207
C -0.2471 -2.6792 0.5673
C -0.3627 -1.2079 0.5626
C 0.8713 -0.4489 0.4229
C 2.2076 -1.0347 0.2936
C 3.5128 -0.1565 0.1893
C 3.3329 1.1030 -0.7162
C 2.9278 2.4372 -0.0391
F 3.7795 3.4360 -0.5543
F 1.6429 2.8624 -0.3989
C 3.0435 2.5292 1.5208
F 2.2067 1.6405 2.2055
F 2.5350 3.7716 1.8562
C 4.5344 2.5299 2.0841
F 5.4638 1.8965 1.2546
F 4.9167 3.8496 2.1416
C 4.6318 2.0296 3.5930
F 3.6827 2.6106 4.3769
F 5.8278 2.4804 4.1044
F 4.6101 0.6566 3.6831
N -1.5972 -0.4786 0.7233
C -2.3336 -0.2872 -0.5655
C -2.4896 1.2170 -1.0142
C -2.9165 2.1975 0.1344
O -4.2764 1.9660 0.5202
C -4.6797 2.8233 1.6012
C -2.4270 -1.0322 1.7802
C -3.0420 -0.1040 2.7181
C -3.8735 -0.5424 3.8425
C -4.1129 -1.9860 3.9789
C -3.5200 -2.9694 3.0662
C -2.6703 -2.4800 1.9874
S -1.8185 -3.5882 0.7981
H 6.7051 -1.5428 2.0000
H 3.4313 -4.3384 0.4441
H 4.0315 -3.3131 -0.8961
H 1.1067 -4.4377 0.4244
H 0.7949 0.6630 0.4461
H 4.2592 -0.8261 -0.3327
H 3.9120 0.0287 1.2175
H 2.5315 0.8508 -1.4719
H 4.2619 1.2734 -1.3142
H -1.7505 -0.8016 -1.3808
H -3.3384 -0.7759 -0.4526
H -1.5902 1.6282 -1.5484
H -3.3318 1.2434 -1.7676
H -2.1846 2.1709 0.9873
H -2.8656 3.2526 -0.2822
H -5.4928 3.5431 1.3311
H -3.7603 3.3223 2.0055
H -5.0795 2.1491 2.4177
H -2.8384 0.9813 2.5933
H -4.2871 0.2187 4.5362
H -4.7615 -2.3144 4.8294
H -3.7231 -4.0595 3.2061
C -6.9160 0.9849 -4.2631
O -6.7255 -0.3435 -4.7505
C -5.5090 -0.8453 -4.5131
O -4.6094 -0.2807 -3.9450
O -5.4654 -2.0845 -5.0164
C -4.2148 -2.7467 -4.8330
H -7.9327 1.2839 -4.5120
H -6.7997 1.0179 -3.1791
H -6.2229 1.6751 -4.7456
H -3.9916 -2.8613 -3.7713
H -3.4142 -2.2046 -5.3380
H -4.2982 -3.7365 -5.2786
Mg 7.6497 -0.6911 1.0393
N 5.1592 -0.2209 -3.5369
O 6.2529 -0.2947 -2.9657
O 4.1410 -0.6943 -3.0047
O 5.0724 0.3460 -4.6633
F 4.4499 5.6431 2.9892
Na 4.3442 2.2150 -4.1188
Br 6.3129 -4.2068 0.9890
```

Here are the Mulliken charges for atoms 1 to 8, given in e: -0.057 0.864 -1.020 0.677 -1.129 0.718 -1.701 -0.244